w.
2 unconnected molecules or ions with the total composition C3H10NO, computed with ωB97M-V/def2-TZVPD.

Atoms and positions in Å:
C: 0.374 -1.328 -0.314
C: 1.154 -0.316 0.321
C: 1.957 0.651 -0.550
O: 0.314 0.559 1.132
N: -3.128 0.344 -0.422
H: 0.363 -1.285 -1.398
H: -0.090 -2.214 0.132
H: 1.868 -0.725 1.059
H: 2.161 1.538 0.048
H: 1.454 0.874 -1.491
H: 2.945 0.251 -0.788
H: -0.564 0.169 1.284
H: -2.391 -0.222 -0.810
H: -3.686 -0.139 0.267
H: -3.731 0.676 -1.160

Molecular weight = 76.12 g mol⁻¹
Lowest unoccupied orbital energy = -8.92 eV
HOMO level = -0.501 Ha
HOMO-LUMO gap = 4.71 eV
Charge = +1


x.
2 unconnected molecules or ions with the total composition C3H10NO, computed with ωB97M-V/def2-TZVPD.

Atoms and positions in Å:
C: 0.778 -0.082 -0.878
O: 0.398 0.019 0.574
C: 0.363 -1.353 -1.413
C: -1.068 -1.702 -1.439
N: -0.044 2.599 2.613
H: 1.838 0.145 -0.892
H: 0.272 0.830 -1.223
H: 0.488 -0.884 0.906
H: 1.120 -2.031 -1.791
H: -1.439 -1.807 -2.469
H: -1.288 -2.612 -0.882
H: -1.649 -0.893 -0.990
H: 0.165 3.537 2.328
H: -0.082 2.377 3.585
H: 0.148 1.859 1.971

Molecular weight = 76.12 g mol⁻¹
Lowest unoccupied orbital energy = -8.28 eV
HOMO level = -0.432 Ha
HOMO-LUMO gap = 3.49 eV
Charge = +1


The most stable of them is x.


w.
2 unconnected molecules or ions with the total composition C3H10NO, computed with ωB97M-V/def2-TZVPD.

Atoms and positions in Å:
C: 0.618 0.461 -0.733
O: -0.430 0.403 0.262
C: 1.914 0.175 -0.129
C: 2.233 -1.076 0.507
N: -3.588 0.114 0.087
H: 0.542 1.395 -1.289
H: 0.377 -0.387 -1.379
H: -0.099 0.921 1.008
H: 2.766 0.734 -0.511
H: 2.572 -1.735 -0.312
H: 3.072 -0.965 1.204
H: 1.408 -1.546 1.039
H: -4.234 -0.627 0.303
H: -3.826 0.600 -0.761
H: -2.617 -0.134 0.132

Molecular weight = 76.12 g mol⁻¹
Lowest unoccupied orbital energy = -8.07 eV
HOMO level = -0.443 Ha
HOMO-LUMO gap = 4.00 eV
Charge = +1


x.
A molecular structure, C3H10NO, computed with ωB97M-V/def2-TZVPD.

Atoms and positions in Å:
C: 0.490 -1.692 0.475
C: -1.051 0.380 0.187
C: -0.086 1.395 -1.192
N: 0.117 -0.215 0.856
O: 1.262 1.395 -0.902
H: 0.486 -1.579 -0.607
H: 1.428 -1.706 0.852
H: -0.124 -2.392 0.996
H: -1.580 -0.384 -0.187
H: -1.602 0.863 0.991
H: -0.288 0.878 -2.081
H: -0.563 2.326 -1.497
H: -0.062 -0.205 1.882
H: 0.969 0.452 0.715
H: 1.560 2.116 -0.363

Molecular weight = 76.12 g mol⁻¹
Lowest unoccupied orbital energy = -3.43 eV
HOMO level = -0.563 Ha
HOMO-LUMO gap = 11.89 eV
Charge = +1


The most stable of them is x.


w.
2 unconnected molecules or ions with the total composition C3H10NO, computed with ωB97M-V/def2-TZVPD.

Atoms and positions in Å:
C: -1.224 0.405 -1.884
C: 0.143 0.258 -1.257
C: 0.429 0.955 -0.158
N: 1.431 0.371 0.906
H: -1.738 1.278 -1.481
H: -1.131 0.734 -2.936
H: -1.616 -0.602 -1.767
H: 0.826 -0.516 -1.607
H: -0.294 1.603 0.327
H: 1.617 1.148 1.541
H: 0.894 -0.348 1.410
H: 2.284 -0.034 0.532
H: -1.264 -1.844 1.118
H: -0.953 -1.531 2.624
O: -0.600 -1.518 1.730

Molecular weight = 76.12 g mol⁻¹
Lowest unoccupied orbital energy = -3.40 eV
HOMO level = -0.538 Ha
HOMO-LUMO gap = 11.25 eV
Charge = +1


x.
2 unconnected molecules or ions with the total composition C3H10NO, computed with ωB97M-V/def2-TZVPD.

Atoms and positions in Å:
N: 1.698 -1.117 1.437
H: 1.360 -0.379 0.731
H: 2.552 -0.823 1.909
H: 0.965 -1.305 2.120
H: 1.892 -1.975 0.919
C: -1.079 0.120 -1.797
C: -0.636 0.379 -0.586
O: 0.736 0.605 -0.360
C: -1.420 0.477 0.671
H: -2.134 -0.014 -1.986
H: -0.425 0.097 -2.655
H: 1.167 0.740 -1.219
H: -2.481 0.481 0.451
H: -1.245 -0.367 1.346
H: -1.165 1.380 1.227

Molecular weight = 76.12 g mol⁻¹
Lowest unoccupied orbital energy = -3.81 eV
HOMO level = -0.487 Ha
HOMO-LUMO gap = 9.44 eV
Charge = +1


The most stable of them is x.


w.
2 unconnected molecules or ions with the total composition C3H10NO, computed with ωB97M-V/def2-TZVPD.

Atoms and positions in Å:
C: 1.857 -1.200 -0.930
C: -1.479 0.979 -0.701
C: -1.490 0.533 0.683
O: -0.251 -0.162 1.561
N: 1.208 0.082 -0.754
H: 1.368 -1.975 -0.339
H: 1.927 -1.515 -1.967
H: -1.728 2.020 -0.881
H: -1.864 0.310 -1.458
H: -1.684 1.305 1.415
H: -1.865 -0.493 0.729
H: -0.523 -0.157 2.493
H: 2.871 -1.078 -0.534
H: 0.415 0.418 -1.283
H: 1.076 0.222 0.239

Molecular weight = 76.12 g mol⁻¹
Lowest unoccupied orbital energy = -8.33 eV
HOMO level = -0.514 Ha
HOMO-LUMO gap = 5.67 eV
Charge = +1


x.
3 unconnected molecules or ions with the total composition C3H10NO, computed with ωB97M-V/def2-TZVPD.

Atoms and positions in Å:
C: -0.258 1.648 -1.688
C: -0.572 0.487 -0.896
C: 0.171 0.213 0.294
N: 0.075 -0.883 0.954
H: 0.570 2.208 -1.255
H: 0.042 1.351 -2.702
H: -1.122 2.331 -1.757
H: -1.377 -0.177 -1.195
H: 0.928 0.925 0.632
H: -0.781 -1.402 0.691
H: -2.094 -2.308 -0.691
H: -2.445 -2.466 -0.057
H: 1.808 -0.563 1.941
H: 2.521 -1.025 3.201
O: 2.537 -0.338 2.528

Molecular weight = 76.12 g mol⁻¹
Lowest unoccupied orbital energy = -8.53 eV
HOMO level = -0.527 Ha
HOMO-LUMO gap = 5.80 eV
Charge = +1


The most stable of them is x.


w.
2 unconnected molecules or ions with the total composition C3H10NO, computed with ωB97M-V/def2-TZVPD.

Atoms and positions in Å:
C: -0.572 -0.153 1.718
O: -0.767 1.463 1.516
C: -0.924 -1.001 0.570
C: 0.184 -1.723 -0.148
N: 1.392 1.673 -2.120
H: -1.278 -0.404 2.482
H: 0.462 -0.089 2.038
H: -1.457 1.500 0.887
H: -2.093 -1.249 0.631
H: 0.609 -2.469 0.578
H: -0.117 -2.221 -1.095
H: 0.976 -0.955 -0.477
H: 1.686 2.161 -3.028
H: 1.338 2.278 -1.322
H: 0.561 1.189 -2.230

Molecular weight = 76.12 g mol⁻¹
Lowest unoccupied orbital energy = -8.28 eV
HOMO level = -0.480 Ha
HOMO-LUMO gap = 4.77 eV
Charge = +1


x.
A gas-phase ion, C3H10NO (charge +1), computed with ωB97M-V/def2-TZVPD.

Atoms and positions in Å:
C: -0.281 1.019 0.438
C: 0.333 0.274 -0.695
C: 1.329 -0.821 -0.330
O: -0.795 -0.229 -1.422
N: -1.230 0.031 1.171
H: 0.577 1.384 1.068
H: -0.684 1.929 0.091
H: 0.736 1.036 -1.287
H: 0.940 -1.788 0.027
H: 2.081 -0.295 0.441
H: 1.856 -0.928 -1.391
H: -0.443 -0.741 -2.223
H: -1.526 0.164 2.146
H: -0.685 -0.784 1.221
H: -2.207 -0.251 0.747

Molecular weight = 76.12 g mol⁻¹
Lowest unoccupied orbital energy = -3.78 eV
SMILES string = C[C@@H](O)C[NH3+]
HOMO level = -0.554 Ha
HOMO-LUMO gap = 11.28 eV
Charge = +1


The most stable of them is x.


w.
C9H11NO in the gas phase, computed with ωB97M-V/def2-TZVPD.

Atoms and positions in Å:
C: 2.524 0.679 -0.041
C: 3.076 -0.707 -0.269
C: 1.683 -0.312 -0.837
C: -0.511 -0.413 -0.060
C: -1.539 -1.326 0.232
C: -2.841 -0.792 0.430
C: -3.260 0.508 0.065
C: -2.167 1.285 -0.446
C: -0.847 0.805 -0.527
H: 1.294 0.468 1.595
H: 2.662 1.110 1.935
H: 3.062 1.429 -0.595
H: 3.836 -0.945 -0.956
H: 2.994 -1.469 0.578
H: 1.527 -0.343 -1.886
H: -1.448 -2.387 0.432
H: -3.602 -1.508 0.710
H: -4.269 0.808 0.149
H: -2.421 2.314 -0.957
H: 0.009 1.485 -0.705
N: 2.002 1.094 1.223
O: 0.704 -0.873 -0.017

Molecular weight = 149.19 g mol⁻¹
Lowest unoccupied orbital energy = 1.07 eV
SMILES string = N[C@H]1C[C@H]1Oc1ccccc1
HOMO level = -0.312 Ha
HOMO-LUMO gap = 9.56 eV


x.
C9H11NO in the gas phase, computed with ωB97M-V/def2-TZVPD.

Atoms and positions in Å:
C: -3.195 -0.428 -0.164
C: -1.723 1.446 -0.355
C: -0.882 -0.782 0.423
C: 0.605 -0.472 0.284
C: 1.162 0.663 0.772
C: 2.522 0.997 0.582
C: 3.346 -0.020 -0.028
C: 2.805 -1.179 -0.498
C: 1.330 -1.472 -0.377
H: -3.705 -0.212 0.883
H: -3.263 -1.533 -0.234
H: -3.489 -0.210 -1.071
H: -1.935 2.157 0.549
H: -0.496 1.571 -0.660
H: -2.457 1.857 -1.202
H: 0.475 1.543 1.449
H: 2.944 1.746 0.691
H: 4.471 0.401 -0.097
H: 3.484 -1.807 -1.167
H: 1.086 -2.450 -0.602
N: -1.816 -0.026 -0.258
O: -1.268 -1.791 1.081

Molecular weight = 149.19 g mol⁻¹
Lowest unoccupied orbital energy = 0.71 eV
SMILES string = CN(C)C(=O)c1ccccc1
HOMO level = -0.336 Ha
HOMO-LUMO gap = 9.85 eV


The most stable of them is w.